# 1
Below is a 5-piece molecular cluster, C35H77N7O11P2SSi overall, with properties calculated with ωB97M-V/def2-TZVPD.

Summary:
**Highest occupied orbital energy**: -0.3058 hartree
**Orbital gap**: 7.203 eV
**SMILES string**: C[Si](C)(C)c1cc(P(N)O)c([PH2]=S)c2c1C(=O)N(N)C2=O.COCCNCCOC.COCCNCCOC.COCCNCCOC.COCCNCCOC
**E_tot**: -3960.830786 Eh

Structure (ORCA input):
```
! wB97M-V def2-TZVPD RIJCOSX def2/J DEFGRID3
* xyz 0 1
S -4.421 6.554 4.395
P -3.127 7.125 5.727
P -0.007 8.582 5.331
Si 2.510 3.384 5.760
O 6.851 -0.920 -8.796
O -0.601 1.331 5.506
O -3.639 -10.561 1.825
O -3.480 0.873 -2.024
O 1.217 8.807 4.171
O -4.254 -6.403 0.136
O 3.098 2.841 0.271
O -3.927 3.744 5.779
O 4.042 0.445 -5.509
O 1.280 1.511 -3.658
O -4.151 -3.423 -3.277
N -2.014 2.653 8.120
N 0.584 9.307 6.810
N -4.390 -7.686 2.830
N -2.132 2.546 6.731
N -2.388 -1.989 -1.342
N 0.940 3.810 -1.552
N 4.045 -1.513 -7.961
C 3.122 0.446 -6.591
C 1.910 3.507 0.690
C 0.989 5.883 5.602
C -3.873 -8.830 3.582
C 3.600 4.087 7.194
C -1.602 4.682 5.865
C -3.919 -5.764 1.367
C 5.402 0.576 -5.887
C -3.721 -9.910 0.569
C -0.380 3.838 5.842
C 7.424 -2.050 -8.160
C -4.188 0.132 -3.004
C -0.215 6.718 5.576
C 4.095 3.722 -0.217
C -3.440 0.268 -0.739
C 2.335 1.537 6.077
C -3.175 -3.520 -4.300
C 0.084 1.861 -2.976
C -3.354 -6.771 2.359
C 0.004 3.336 -2.573
C 5.784 -1.249 -9.683
C -1.556 6.121 5.732
C -5.651 -6.452 -0.104
C 2.375 1.191 -2.812
C 4.455 -0.748 -9.136
C -3.712 -3.950 -2.024
C 0.754 3.184 -0.246
C -2.973 -9.820 2.836
C 2.915 -0.928 -7.237
C 3.487 3.764 4.160
C -2.783 3.667 6.056
C -3.536 -2.829 -1.008
C -2.312 -0.753 -0.562
C 0.932 4.434 5.733
C -0.911 2.391 5.951
H -4.905 -8.038 2.033
H -2.544 -7.312 1.856
H -3.750 -10.682 -0.204
H 2.052 -0.880 -7.909
H -2.226 -1.010 0.499
H -0.725 1.681 -3.691
H 1.652 1.233 6.901
H -3.387 -3.261 -0.016
H -3.246 1.084 -0.036
H 5.748 -2.321 -9.900
H 4.828 -1.583 -7.324
H 0.395 8.674 7.590
H 0.191 3.937 -3.468
H -2.436 -1.742 -2.323
H -1.443 3.455 8.413
H -3.647 -3.237 -5.241
H 3.485 4.871 3.991
H 4.550 3.469 4.335
H 3.011 0.483 -3.345
H 3.369 1.136 6.272
H -3.139 -5.032 1.139
H 1.971 6.387 5.484
H -5.017 -0.438 -2.579
H 4.576 0.315 -8.896
H 4.304 4.519 0.503
H 3.802 4.156 -1.177
H -2.714 8.447 5.364
H 2.657 -1.633 -6.442
H -1.637 1.779 8.491
H -2.063 -9.352 2.444
H 2.008 8.383 4.558
H 0.694 2.092 -0.333
H 5.988 -0.730 -10.624
H -4.652 -9.343 0.491
H 3.376 1.223 -7.320
H -4.597 0.842 -3.726
H 3.688 -0.841 -9.911
H 2.978 2.081 -2.618
H -0.180 3.545 0.196
H -2.341 -2.836 -4.116
H -4.465 -2.246 -0.995
H 6.732 -2.487 -7.433
H -4.768 -5.219 1.791
H 5.930 1.067 -5.066
H 7.718 -2.807 -8.893
H 4.357 4.821 6.839
H 4.068 3.212 7.718
H 3.040 3.220 3.296
H -4.744 -9.382 3.946
H 5.008 3.144 -0.368
H 1.585 9.521 6.738
H -1.375 -0.265 -0.845
H 5.860 -0.407 -6.019
H 2.162 0.744 -6.158
H 2.059 0.728 -1.873
H -5.804 -6.816 -1.121
H -3.633 7.217 7.056
H -4.501 -4.616 -1.670
H -4.422 -0.134 -0.467
H -2.802 -4.544 -4.393
H -2.799 -4.545 -2.125
H 5.530 1.183 -6.787
H -3.343 -8.461 4.466
H 2.886 4.554 7.929
H -6.146 -7.143 0.585
H -2.931 -6.236 3.215
H -0.102 1.183 -2.137
H 2.027 1.046 5.112
H -6.101 -5.458 -0.020
H 2.056 4.588 0.785
H -2.636 -10.561 3.569
H -2.861 -9.265 0.375
H 1.882 3.624 -1.875
H 1.667 3.119 1.684
H -3.509 -0.527 -3.550
H 8.315 -1.719 -7.627
H -1.016 3.563 -2.248
*
```

=====

# 2
Below is a 2-piece molecular cluster, C9H16NS2 overall, with properties calculated with ωB97M-V/def2-TZVPD.

Summary:
**Highest occupied orbital energy (alpha / beta)**: -0.3664 / -0.3664 hartree
**Orbital gap (alpha / beta)**: 4.691 / 4.690 eV
**E_tot**: -1203.153370 Eh
**ΔE to the lowest compared entry with this formula, charge and spin**: 6.419 eV

Structure (ORCA input):
```
! wB97M-V def2-TZVPD RIJCOSX def2/J DEFGRID3
* xyz 1 1
S 0.631 -1.602 0.597
S 2.489 0.937 0.374
N -2.504 0.497 1.032
C 0.249 -0.647 -0.804
C 1.696 0.618 -2.447
C 2.443 -1.912 0.806
C 1.174 0.504 -1.036
C -2.795 -0.744 0.674
C 3.270 -0.747 0.394
C -3.371 -1.304 -1.783
C -3.049 -1.253 -0.598
C -2.012 0.877 2.402
H -3.871 -1.348 -2.690
H -0.971 1.010 2.476
H 0.908 -0.294 1.224
H 0.595 1.449 -0.944
H -2.368 1.831 2.691
H 3.630 -0.932 -0.567
H -2.348 0.035 2.986
H 0.844 0.717 -3.221
H 2.623 -2.876 0.306
H 2.373 -0.367 -2.794
H 4.142 -0.528 1.066
H 2.460 -2.145 1.844
H -0.083 -1.236 -1.580
H -2.722 -1.539 1.515
H 2.365 1.568 -2.401
H -2.514 1.095 0.251
*
```

=====

# 3
Below is C45H42ClN4O6Ti as an isolated structure, with properties calculated with ωB97M-V/def2-TZVPD.

Summary:
**Highest occupied orbital energy (alpha / beta)**: 0.0046 / -0.0180 hartree
**Orbital gap (alpha / beta)**: 4.116 / 4.728 eV
**E_tot**: -3720.157012 Eh

Structure (ORCA input):
```
! wB97M-V def2-TZVPD RIJCOSX def2/J DEFGRID3
* xyz -2 2
Ti 0.622 -0.144 -0.304
Cl 3.252 -4.978 1.089
O 0.556 -2.463 -2.551
O -1.383 2.786 -2.540
O 1.974 -2.451 2.564
O -2.409 -3.070 0.471
O 0.895 0.548 1.670
O 1.807 -1.735 0.422
N -0.186 1.758 -0.877
N -0.992 -1.332 0.874
N -0.772 -0.654 -1.678
N 3.118 0.546 2.045
C 5.082 4.999 -0.305
C 4.447 3.741 -0.112
C 3.201 1.759 -0.905
C 0.296 3.130 -0.883
C -2.565 0.670 5.275
C 0.256 3.865 0.438
C -1.647 -1.028 3.247
C 4.075 3.469 1.232
C 0.582 -1.128 -2.159
C -1.704 -2.014 -0.028
C -1.765 -1.485 4.559
C -0.596 3.826 -1.939
C 3.807 2.413 -3.621
C 2.310 -2.404 1.376
C 1.010 -3.486 -1.686
C 5.038 5.530 2.065
C -2.629 -2.112 -2.379
C -1.160 -1.967 2.163
C 4.367 4.324 2.278
C -2.876 -1.244 -3.440
C 0.809 5.860 1.692
C -2.002 0.283 2.964
C -0.348 4.053 2.767
C -2.216 -0.645 5.568
C 0.826 5.135 0.510
C 4.576 2.936 -2.553
C -1.431 0.417 -2.401
C -1.736 -1.700 -1.353
C -2.204 -3.076 1.890
C -2.356 0.057 -3.422
C 5.421 3.112 -5.283
C -2.461 1.126 3.969
C 0.223 5.317 2.832
C -0.336 3.332 1.575
C 4.213 2.505 -4.941
C -1.034 1.625 -1.933
C 5.816 3.503 -2.925
C 3.548 -3.203 0.965
C 6.219 3.594 -4.253
C 1.597 0.592 3.932
C 4.114 2.814 -1.170
C 1.101 -0.363 -3.347
C 5.368 5.854 0.752
C 2.444 0.794 -0.734
C 1.862 0.555 2.458
H 0.794 1.299 4.130
H 2.155 -0.610 -3.471
H -1.865 -4.062 2.203
H 1.017 0.714 -3.220
H -1.478 -2.507 4.792
H 5.853 6.803 0.540
H -1.266 4.560 -1.487
H -2.298 -1.016 6.584
H 1.337 3.137 -1.218
H 4.365 -2.978 1.643
H 1.265 -0.403 4.236
H 0.412 -3.565 -0.777
H 0.914 -4.415 -2.252
H -0.003 4.317 -2.711
H 2.487 0.871 4.499
H 5.267 6.200 2.885
H 0.543 -0.666 -4.239
H -3.156 -2.857 2.377
H 3.517 2.562 1.429
H 3.576 2.097 -5.719
H -2.735 2.147 3.728
H 2.053 -3.343 -1.412
H -0.802 3.619 3.652
H -0.210 -2.389 2.494
H -1.918 0.622 1.941
H 3.272 0.646 1.049
H 3.823 -2.985 -0.060
H -3.186 -3.034 -2.257
H 5.737 3.188 -6.317
H -2.687 0.817 -4.119
H 1.284 6.833 1.734
H 7.183 4.037 -4.482
H -3.548 -1.542 -4.237
H -0.769 2.346 1.519
H 4.043 4.059 3.279
H -2.916 1.329 6.060
H 5.311 5.334 -1.306
H 6.499 3.834 -2.154
H 2.872 1.926 -3.380
H 3.861 0.623 2.710
H 0.230 5.869 3.765
H 1.324 5.544 -0.365
*
```

=====

# 4
Below is a 2-piece molecular cluster, C4H13N2O2S overall, with properties calculated with ωB97M-V/def2-TZVPD.

Summary:
**Highest occupied orbital energy**: -0.4674 hartree
**Orbital gap**: 9.426 eV
**E_tot**: -818.044247 Eh
**ΔE to the lowest compared entry with this formula, charge and spin**: 3.367 eV

Structure (ORCA input):
```
! wB97M-V def2-TZVPD RIJCOSX def2/J DEFGRID3
* xyz 1 1
S -1.935 0.672 -0.035
O -1.625 -0.134 1.337
O -0.615 1.018 -0.523
N -2.554 -0.611 -0.831
N 2.183 0.314 -0.120
C -3.722 -1.293 -0.307
C 2.424 -0.336 1.198
C 2.930 1.597 -0.302
C 1.240 -0.073 -0.943
H -4.552 -0.689 -0.610
H -2.621 -0.367 -1.907
H -3.574 -1.299 0.772
H 1.115 0.186 -2.003
H -3.569 -2.231 -0.660
H -2.274 -0.085 2.130
H 2.976 2.063 -1.290
H 3.943 1.563 0.009
H 3.213 -1.002 1.159
H 2.297 2.213 0.324
H 2.644 0.316 2.023
H 0.569 -0.986 -0.752
H 1.507 -0.835 1.331
*
```

=====

Question: Look up the E_tot of the second one.
Answer: -1203.153370 Eh

=====

Question: E_tot of number 4 (C4H13N2O2S)?
Answer: -818.044247 Eh

=====

Question: Among the records above, which one has the highest E_tot?
Answer: C4H13N2O2S